Entry 1:
{"formula": "C11H14N", "method": "ωB97M-V/def2-TZVPD", "homo_lumo_gap_ev": 8.24, "charge": 1, "e_lumo_ev": -3.98, "relative_energy_kj_mol": 268.5, "homo_ev": -12.222, "smiles": "C1=C[C@]23[NH2+]CC[C@H]2CC=CC3=C1", "species": ["C", "C", "C", "C", "C", "C", "C", "C", "C", "C", "C", "N", "H", "H", "H", "H", "H", "H", "H", "H", "H", "H", "H", "H", "H", "H"], "xyz": [[2.47, -1.35, -0.42], [2.72, 0.02, 0.02], [1.02, 1.91, 0.62], [1.13, -1.65, -0.46], [-0.23, 2.33, 0.19], [1.55, 0.64, 0.13], [-0.80, 1.60, -1.00], [-2.01, -0.60, -0.53], [-1.60, -1.23, 0.90], [-0.77, 0.06, -1.00], [0.39, -0.43, -0.02], [-0.37, -0.53, 1.24], [3.41, -1.91, -0.49], [3.72, 0.35, 0.31], [1.68, 2.35, 1.30], [0.64, -2.47, -0.91], [-0.92, 2.96, 0.78], [-1.79, 2.08, -1.15], [-0.23, 1.91, -1.92], [-2.31, -1.53, -1.16], [-2.97, 0.09, -0.43], [-2.32, -1.20, 1.68], [-1.52, -2.31, 0.82], [-0.55, -0.47, -2.00], [-0.56, 0.37, 1.53], [0.19, -0.96, 1.94]]}

---

Entry 2:
{"formula": "C5H12NO3", "method": "ωB97M-V/def2-TZVPD", "homo_lumo_gap_ev": 12.50, "charge": 1, "e_lumo_ev": -2.86, "relative_energy_kj_mol": 0.0, "homo_ev": -15.362, "species": ["C", "C", "C", "C", "C", "N", "O", "O", "O", "H", "H", "H", "H", "H", "H", "H", "H", "H", "H", "H", "H"], "xyz": [[1.59, -0.57, -0.89], [1.33, 0.97, -0.79], [1.61, -1.01, 0.59], [0.86, 1.17, 0.60], [-2.67, -0.12, -0.09], [0.54, -0.16, 1.20], [-1.93, -0.39, 0.82], [-3.90, -0.54, -0.25], [-2.20, 0.50, -1.17], [0.79, -1.19, -1.35], [2.57, -0.78, -1.43], [2.13, 1.55, -1.03], [0.57, 1.25, -1.51], [1.33, -2.08, 0.79], [2.68, -0.89, 0.97], [1.56, 1.68, 1.29], [-0.05, 1.90, 0.61], [-0.32, -0.51, 0.92], [0.44, -0.08, 2.23], [-4.27, -1.08, 0.53], [-2.66, 0.37, -2.04]]}

---

Entry 3:
{"formula": "C33H57BrCoN2O2Si", "method": "ωB97M-V/def2-TZVPD", "s2": 6.028, "homo_lumo_gap_ev": [8.33, 6.21], "charge": 1, "multiplicity": 5, "e_lumo_ev": [-1.95, -4.16], "relative_energy_kj_mol": 355.7, "homo_ev": [-10.277, -10.368], "species": ["O", "O", "C", "C", "H", "H", "H", "H", "H", "C", "C", "H", "H", "H", "H", "H", "C", "C", "C", "H", "H", "H", "H", "H", "C", "H", "H", "H", "H", "H", "H", "N", "C", "C", "C", "C", "H", "H", "H", "C", "H", "H", "H", "N", "C", "C", "C", "C", "H", "C", "H", "C", "H", "C", "C", "C", "C", "C", "C", "H", "C", "H", "C", "H", "C", "C", "Co", "H", "H", "H", "H", "H", "H", "H", "H", "H", "H", "H", "H", "H", "C", "Si", "H", "H", "C", "C", "C", "H", "H", "H", "H", "H", "H", "H", "H", "H", "Br"], "xyz": [[-2.00, 1.34, -3.84], [0.34, 1.09, -4.57], [-3.42, 0.99, -4.11], [-3.97, 0.28, -2.91], [-3.34, 0.40, -5.05], [-3.97, 1.93, -4.34], [-3.30, -0.54, -2.60], [-4.97, -0.10, -3.09], [-4.07, 0.98, -2.08], [-1.83, 2.57, -3.11], [-1.73, 3.78, -3.99], [-0.94, 2.44, -2.48], [-2.63, 2.71, -2.38], [-0.84, 3.62, -4.62], [-1.66, 4.72, -3.41], [-2.62, 3.89, -4.64], [1.61, 1.82, -4.74], [-0.14, 0.68, -5.93], [2.13, 2.46, -3.49], [1.43, 2.60, -5.50], [2.35, 1.12, -5.16], [1.55, 3.34, -3.14], [3.15, 2.82, -3.79], [2.24, 1.74, -2.66], [-0.72, 1.78, -6.76], [-0.81, -0.16, -5.80], [0.73, 0.31, -6.47], [-1.64, 2.07, -6.27], [-0.99, 1.39, -7.74], [-0.07, 2.64, -6.88], [-0.32, 0.88, -3.78], [0.09, 0.30, 0.67], [0.71, 0.33, 1.85], [1.97, -0.22, 2.10], [2.89, -0.70, 1.18], [0.07, 0.97, 3.04], [-0.93, 0.58, 3.32], [0.00, 2.07, 2.93], [0.73, 0.78, 3.91], [4.27, -1.00, 1.64], [5.01, -0.33, 1.18], [4.61, -2.04, 1.50], [4.27, -0.80, 2.71], [2.53, -0.90, -0.11], [-1.02, 1.14, 0.47], [-2.33, 0.62, 0.58], [-2.59, -0.79, 1.00], [-3.42, 1.49, 0.48], [-4.43, 1.08, 0.64], [-3.22, 2.84, 0.20], [-4.06, 3.55, 0.21], [-1.92, 3.36, 0.14], [-1.72, 4.43, 0.01], [-0.82, 2.52, 0.21], [0.52, 3.17, 0.10], [3.60, -1.07, -1.07], [4.07, -2.37, -1.45], [3.68, -3.58, -0.62], [4.91, -2.52, -2.55], [5.12, -3.53, -2.88], [5.36, -1.40, -3.22], [5.90, -1.53, -4.13], [5.07, -0.13, -2.79], [5.45, 0.75, -3.31], [4.27, 0.06, -1.65], [4.13, 1.43, -1.03], [0.72, -1.23, -0.49], [-2.20, -1.49, 0.23], [-3.70, -0.98, 1.08], [-2.14, -1.05, 1.98], [1.13, 2.80, -0.77], [1.16, 3.13, 1.02], [0.33, 4.24, -0.11], [3.68, -4.50, -1.26], [2.68, -3.48, -0.12], [4.46, -3.75, 0.18], [4.78, 1.53, -0.09], [3.06, 1.71, -0.77], [4.53, 2.13, -1.82], [2.29, -0.21, 3.13], [0.07, -0.08, -1.87], [0.25, -1.76, -2.70], [0.82, 0.81, -1.83], [-1.01, 0.45, -1.66], [-1.39, -2.02, -3.68], [0.50, -3.46, -2.02], [1.77, -1.49, -3.83], [2.58, -2.25, -3.60], [2.23, -0.46, -3.67], [1.45, -1.58, -4.90], [-2.07, -2.59, -3.01], [-1.22, -2.58, -4.64], [-1.86, -1.02, -3.87], [0.06, -3.52, -0.97], [1.61, -3.72, -1.97], [-0.02, -4.25, -2.69], [0.43, -2.93, 1.30]]}

---

Entry 4:
{"formula": "C5H12N2O2", "method": "ωB97M-V/def2-TZVPD", "homo_lumo_gap_ev": 7.80, "charge": 0, "e_lumo_ev": 0.09, "relative_energy_kj_mol": 401.3, "homo_ev": -7.711, "species": ["C", "C", "C", "C", "C", "N", "N", "O", "O", "H", "H", "H", "H", "H", "H", "H", "H", "H", "H", "H", "H"], "xyz": [[0.02, 0.62, 0.09], [-0.65, -0.43, 0.81], [-0.01, 0.00, -2.83], [-0.25, 2.05, 0.37], [0.55, -0.34, 2.09], [-0.67, -1.63, 0.12], [1.38, -1.38, 1.92], [-0.87, 0.07, -1.71], [0.50, 0.46, 2.99], [0.98, 0.35, -0.35], [-1.54, -0.09, 1.37], [-1.29, -2.29, 0.58], [-0.93, -0.90, -1.19], [2.02, -1.64, 2.65], [1.12, -2.01, 1.16], [0.97, -0.42, -2.57], [-0.45, -0.63, -3.61], [0.13, 1.01, -3.24], [0.47, 2.72, -0.10], [-1.26, 2.30, 0.02], [-0.24, 2.20, 1.45]]}